Entry from the Open Molecules 2025 dataset: a 2-piece molecular cluster, C7H18N4 overall at a distorted geometry (ωB97M-V/def2-TZVPD).

Bonds (Å) are listed after each position.
Atoms and positions in Å:
1 C -1.829 0.977 -2.029  N8 1.239, H12 1.161, H13 1.163
2 C -1.367 0.066 0.100  N8 1.272, N10 1.296
3 C 1.189 2.622 0.922  N9 1.483, H14 0.985, H15 1.094, H16 1.127
4 C -3.515 -0.386 1.214  N10 1.480, H17 1.146, H18 1.048, H19 1.023
5 C 2.805 -1.052 -0.450  N11 1.521, H20 1.116, H21 1.165, H22 1.045
6 C 0.965 -2.255 -0.097  N11 1.530, H23 1.146, H24 1.057, H25 1.142
7 C 0.731 0.284 0.217  N9 1.317, N11 1.531, H26 1.159
8 N -1.748 0.148 -1.111  C1 1.239, C2 1.272
9 N 1.225 1.481 -0.024  C3 1.483, C7 1.317, H27 1.013
10 N -2.042 -0.441 1.084  C2 1.296, C4 1.480, H28 1.009
11 N 1.307 -0.859 -0.623  C5 1.521, C6 1.530, C7 1.531, H29 0.967
12 H -2.168 0.588 -3.070  C1 1.161
13 H -1.615 2.120 -2.050  C1 1.163
14 H 0.626 2.455 1.713  C3 0.985
15 H 2.175 3.077 1.058  C3 1.094
16 H 0.518 3.412 0.480  C3 1.127
17 H -3.944 0.676 1.162  C4 1.146
18 H -3.766 -1.090 1.949  C4 1.048
19 H -3.865 -0.703 0.307  C4 1.023
20 H 3.288 -0.156 -0.907  C5 1.116
21 H 3.153 -1.354 0.620  C5 1.165
22 H 3.247 -1.843 -0.973  C5 1.045
23 H -0.148 -2.384 -0.340  C6 1.146
24 H 1.435 -2.917 -0.774  C6 1.057
25 H 1.122 -2.429 1.020  C6 1.142
26 H 0.827 -0.146 1.289  C7 1.159
27 H 1.606 1.622 -0.952  N9 1.013
28 H -1.416 -0.638 1.850  N10 1.009
29 H 1.203 -0.874 -1.585  N11 0.967

Results
**Relative energy (zero: lowest compared OMol25 entry of this formula, charge and spin)**: 120.41 kcal per mole
**Gap between HOMO and LUMO**: 9.15 eV
**M**: 158.2 g/mol
**Net charge**: +2


Entry from the Open Molecules 2025 dataset: a 2-piece molecular cluster, C7H18NO2P overall at a distorted geometry (ωB97M-V/def2-TZVPD).

Bonds (Å) are listed after each position.
Atoms and positions in Å:
1 C -2.200 -0.973 -1.190  C6 1.553, H12 1.171, H13 1.124, H14 1.135
2 C -1.880 -0.786 1.434  C6 1.551, H15 1.036, H16 1.062, H17 1.204
3 C 1.681 1.336 -1.168  C7 1.520, H18 1.069, H19 1.122, H20 1.101
4 C 2.058 -0.622 0.282  C7 1.508, H21 1.119, H22 1.112, H23 1.040
5 C 0.998 -0.841 -1.971  C7 1.562, H24 1.076, H25 1.113, H26 1.145
6 C -1.238 -0.893 0.026  C1 1.553, C2 1.551, N8 1.480, H27 1.074
7 C 1.090 0.026 -0.674  C3 1.520, C4 1.508, C5 1.562, N8 1.509
8 N -0.288 0.236 -0.097  C6 1.480, C7 1.509, H28 0.993
9 O -1.835 2.646 3.505  P11 1.471
10 O 0.617 2.090 2.917  P11 1.634, H29 1.006
11 P -0.435 3.028 3.743  O9 1.471, O10 1.634
12 H -1.710 -1.565 -2.073  C1 1.171
13 H -3.133 -1.581 -1.041  C1 1.124
14 H -2.380 0.075 -1.586  C1 1.135
15 H -2.314 -1.698 1.662  C2 1.036
16 H -2.587 0.006 1.405  C2 1.062
17 H -0.976 -0.417 2.139  C2 1.204
18 H 1.704 2.082 -0.403  C3 1.069
19 H 2.751 1.147 -1.447  C3 1.122
20 H 1.196 1.615 -2.116  C3 1.101
21 H 2.656 -1.422 -0.223  C4 1.119
22 H 1.546 -0.843 1.244  C4 1.112
23 H 2.796 0.077 0.500  C4 1.040
24 H 0.117 -0.554 -2.518  C5 1.076
25 H 1.992 -0.722 -2.456  C5 1.113
26 H 0.943 -1.922 -1.598  C5 1.145
27 H -0.594 -1.751 -0.043  C6 1.074
28 H -0.774 0.895 -0.659  N8 0.993
29 H 0.199 1.330 2.406  O10 1.006

Results
**Relative energy (zero: lowest compared OMol25 entry of this formula, charge and spin)**: 31.38 kcal per mole
**SMILES string**: CC(C)NC(C)(C)C.O=PO
**Gap between HOMO and LUMO**: 9.08 eV
**M**: 179.2 g/mol


Entry from the Open Molecules 2025 dataset: a 2-piece molecular cluster, C7H18O2PS overall at a distorted geometry (ωB97M-V/def2-TZVPD).

Bonds (Å) are listed after each position.
Atoms and positions in Å:
1 C -3.710 0.418 0.839  C4 1.521, H12 1.089, H13 1.099, H14 1.087
2 C 3.612 -1.860 -0.261  C5 1.520, H15 1.086, H16 1.088, H17 1.088
3 C 0.765 1.427 -1.647  C6 1.513, H18 1.088, H19 1.088, H20 1.089
4 C -2.429 1.133 1.241  C1 1.521, C7 1.525, H21 1.091, H22 1.092
5 C 3.112 -0.765 0.667  C2 1.520, O8 1.422, H23 1.093, H24 1.097
6 C -0.685 1.183 -2.005  C3 1.513, O9 1.440, H25 1.092, H26 1.091
7 C -1.264 0.150 1.268  C4 1.525, P10 1.842, H27 1.090, H28 1.092
8 O 1.828 -1.058 1.205  C5 1.422, H29 0.964
9 O -1.104 -0.136 -1.606  C6 1.440, P10 1.554
10 P -1.268 -0.885 -0.255  C7 1.842, O9 1.554, S11 1.906
11 S -1.468 -2.777 -0.384  P10 1.906
12 H -3.928 -0.401 1.522  C1 1.089
13 H -3.616 0.007 -0.176  C1 1.099
14 H -4.558 1.097 0.843  C1 1.087
15 H 4.569 -1.573 -0.687  C2 1.086
16 H 3.745 -2.792 0.285  C2 1.088
17 H 2.905 -2.031 -1.070  C2 1.088
18 H 1.385 0.618 -2.027  C3 1.088
19 H 1.093 2.357 -2.108  C3 1.088
20 H 0.903 1.505 -0.570  C3 1.089
21 H -2.232 1.963 0.560  C4 1.091
22 H -2.537 1.560 2.240  C4 1.092
23 H 2.993 0.178 0.128  C5 1.093
24 H 3.826 -0.607 1.484  C5 1.097
25 H -0.825 1.181 -3.088  C6 1.092
26 H -1.343 1.931 -1.560  C6 1.091
27 H -1.382 -0.569 2.079  C7 1.090
28 H -0.289 0.627 1.381  C7 1.092
29 H 1.902 -1.879 1.705  O8 0.964

Results
**Gap between HOMO and LUMO**: 8.50 eV
**M**: 197.3 g/mol
**Net charge**: +1